# 1
Entry from OMol25: a 11-piece molecular cluster, C5H34NO11S overall (ωB97M-V with the def2-TZVPD basis set).

Values from the calculation:
- HOMO (eV) = -11.20
- energy above the lowest of the compared OMol25 structures with the same formula, charge and spin (kcal/mol) = 0.00
- net charge = +1
- lowest unoccupied orbital energy (eV) = -2.4
- E (Eh) = -1491.27097
- orbital gap (eV) = 8.83

Positions of all 52 atoms, in Å:
C 0.28 -1.97 -0.80
H -4.69 0.37 -1.65
H -2.61 -1.20 -3.97
H 2.91 -1.19 0.81
H -1.09 -0.44 -0.85
C -0.06 -0.08 1.02
H 1.44 2.56 -1.56
H 1.55 -0.12 3.54
H 1.29 4.33 0.43
H -3.02 1.65 -0.65
O -3.25 -0.49 -3.80
O 3.04 -1.99 1.32
H -4.16 -2.03 -0.93
S 0.79 -2.11 -2.55
H 0.81 -0.40 1.52
H 3.18 -1.87 -2.34
H -3.06 3.06 -1.43
H 2.38 -0.40 -1.86
O -3.63 -2.60 -0.35
O -3.90 0.10 -1.18
N -1.12 -0.89 1.73
H 2.45 1.09 3.57
O 1.53 0.84 3.68
O -2.58 2.51 -0.80
H -0.64 -2.56 -0.78
O 0.89 -2.40 2.92
H 0.46 0.19 -1.05
H -4.41 -3.07 -0.01
H 1.72 -2.34 2.38
O 2.91 1.11 1.03
C 2.37 -1.19 -2.60
H 0.64 1.93 1.07
H -3.25 0.03 -1.89
H -0.20 1.27 3.17
H -1.38 -0.32 2.55
H 2.43 1.52 0.30
H -0.97 1.95 0.54
H 3.86 -1.93 1.82
O 0.94 3.77 -0.25
O -0.87 1.55 2.52
H 3.78 1.52 1.09
H -1.98 -1.06 1.19
C -0.30 1.42 1.22
C -0.11 -0.51 -0.44
H 1.05 -2.47 -0.21
H 0.06 4.12 -0.34
O 2.24 2.12 -1.91
H -2.70 0.26 -4.05
H 1.02 -3.16 3.50
H 2.44 -0.89 -3.64
H -0.71 -1.82 1.81
H 2.23 2.20 -2.86

---

# 2
Entry from OMol25: a 13-piece molecular cluster, C5H34NO13 overall (ωB97M-V with the def2-TZVPD basis set).

Values from the calculation:
- HOMO (eV) = -6.65
- energy above the lowest of the compared OMol25 structures with the same formula, charge and spin (kcal/mol) = 58.16
- net charge = -1
- lowest unoccupied orbital energy (eV) = 2.6
- E (Eh) = -1243.81691
- orbital gap (eV) = 9.26

Positions of all 53 atoms, in Å:
N -2.83 -2.11 -1.92
H -1.55 0.25 -0.31
C -1.49 -1.46 -1.77
H 4.06 0.83 2.12
H 1.79 2.10 -1.47
H 0.52 2.54 0.90
C -3.27 -2.51 -0.56
H 0.08 -2.21 3.08
O 1.03 4.15 -1.42
H -0.68 -2.93 -3.01
O 1.60 2.24 1.07
H -2.94 3.51 -2.58
O 4.37 -0.61 0.86
H 4.46 -1.37 0.32
H 0.49 0.97 -2.85
H 2.62 1.20 2.16
H -4.36 -2.45 -0.51
H 0.71 -2.29 4.38
O 1.91 1.16 -1.32
O -3.00 3.85 0.51
H 0.21 4.09 -1.98
H -1.42 -0.70 -2.51
O 3.33 0.94 2.75
C -0.45 -2.52 -2.05
O 0.87 -1.92 -2.30
H 1.79 -3.22 2.29
H 1.22 -0.24 -3.66
H -3.22 3.05 1.03
H 1.00 -1.03 -1.85
H -3.48 3.63 -1.17
H -3.27 -0.86 0.87
H 2.11 3.06 0.75
H 1.77 1.17 -0.36
H 2.71 -0.64 3.11
C -1.52 -0.83 -0.39
O 0.25 -2.83 3.76
H 3.73 -0.11 0.42
O 0.54 0.51 -3.68
H -0.53 -1.07 0.08
H -0.20 3.92 1.59
O 2.48 -1.60 3.15
O 1.42 -3.76 1.57
C -2.59 -1.58 0.44
O -0.40 3.63 0.69
H -2.21 -2.06 1.32
H -0.30 -3.20 -1.21
H -2.89 -3.51 -0.48
H -1.96 3.65 0.58
H 1.25 -4.60 1.97
H -3.54 -1.46 -2.22
H 2.86 -1.91 2.38
H 0.55 4.04 -0.54
O -3.60 3.11 -2.01

---

# 3
Entry from OMol25: a 11-piece molecular cluster, C5H35N3O10 overall (ωB97M-V with the def2-TZVPD basis set).

Values from the calculation:
- HOMO (eV) = -8.75
- energy above the lowest of the compared OMol25 structures with the same formula, charge and spin (kcal/mol) = 104.68
- net charge = 0
- SMILES = C[C@H](N)CNCCN.O.O.O.O.O.O.O.O.O.O
- lowest unoccupied orbital energy (eV) = 0.0
- E (Eh) = -1128.05645
- orbital gap (eV) = 8.76

Positions of all 53 atoms, in Å:
C -0.21 1.68 -1.43
H 2.54 -2.30 -2.37
N -1.55 -0.28 -0.70
N 0.53 2.00 -0.15
H -1.40 -3.37 2.23
H 2.59 1.27 -2.66
H 3.08 -0.62 1.72
H 2.83 2.72 -2.84
H 1.44 1.70 2.17
O -1.49 4.27 0.19
H -1.19 4.60 -0.66
H 3.23 3.53 0.93
H 1.09 0.02 -0.42
H -0.59 -3.89 -2.46
H 2.68 -0.08 3.36
H 1.20 2.75 -0.24
O -0.52 -3.74 2.12
H -2.03 1.72 -0.20
H -1.95 -1.52 2.36
H -0.25 2.62 -2.02
H -3.42 2.84 1.06
C 1.30 0.66 1.80
H -0.64 0.96 1.57
H -0.76 -0.78 -0.40
O -0.10 -3.14 -2.80
H -2.53 -3.87 -1.73
H -0.30 -0.64 1.41
H 0.01 -3.22 2.74
H 3.17 2.72 -0.41
C -1.59 1.19 -1.02
H 2.52 0.83 0.00
O 2.63 -1.47 -2.85
O 2.17 2.11 -2.51
H 1.90 -0.94 -2.49
H -3.31 -1.83 2.88
O 0.13 -3.82 -0.34
H 1.68 -1.21 2.58
O -3.33 2.59 2.01
H -0.94 3.46 0.29
H -2.22 1.25 -1.91
O -2.48 -1.46 3.17
H -3.48 -3.19 -0.68
O 3.25 3.63 -0.05
C 2.27 -0.32 2.39
H 0.95 -4.14 0.06
H -0.64 -2.64 -3.42
N -0.11 0.20 1.98
H -0.57 -4.03 0.26
H 0.26 1.07 -2.24
O -2.80 -3.04 -1.34
C 1.41 0.90 0.18
H -2.58 3.09 2.31
H -1.90 -0.83 -1.47

---

# 4
Entry from OMol25: a 14-piece molecular cluster, C5H35NO13 overall (ωB97M-V with the def2-TZVPD basis set).

Values from the calculation:
- HOMO (eV) = -7.99
- energy above the lowest of the compared OMol25 structures with the same formula, charge and spin (kcal/mol) = 40.70
- net charge = 0
- lowest unoccupied orbital energy (eV) = 0.2
- E (Eh) = -1244.37023
- orbital gap (eV) = 8.19

Positions of all 54 atoms, in Å:
H 1.65 0.14 -3.39
H -2.97 1.97 0.88
O -0.28 -2.16 -3.08
H 2.10 -1.60 -2.01
H -0.37 2.64 2.75
O -2.85 -1.42 0.27
O 0.29 2.47 3.45
H 1.85 2.29 2.81
H -1.83 1.57 -1.65
O 1.51 3.20 -0.59
H 0.80 2.86 -1.12
O -2.71 -1.24 -2.40
O -2.73 1.24 -1.33
H 1.61 1.18 0.51
H -2.76 0.38 -1.92
H 3.05 0.53 1.99
H -2.14 -1.67 0.88
C 2.00 -0.95 -1.09
C -0.55 1.11 0.70
H -0.10 -0.50 -1.19
H -3.36 1.16 2.23
H 0.01 1.60 3.85
H 2.04 3.71 -1.21
H -1.17 -2.99 2.43
O 2.63 2.14 2.23
H 2.23 -1.66 1.58
H -0.71 -2.90 -0.19
H -0.59 2.80 -2.90
C 0.76 0.43 0.58
H 0.26 -0.61 -3.45
H -2.85 -0.46 0.22
H -0.73 1.89 -0.02
O -0.94 -2.24 1.97
H 2.45 2.60 1.38
H -0.02 1.43 -2.68
C -1.45 0.83 1.65
H -1.29 0.05 2.37
O 3.32 -0.45 1.92
H -0.06 -2.53 -2.29
O 0.77 0.25 -3.63
H 0.03 -2.22 1.81
N -2.63 1.59 1.76
H -3.48 -1.58 -2.82
C 0.83 -0.42 -0.68
H 1.04 -0.17 1.47
H 2.25 -3.19 1.73
H -1.21 -1.88 -2.91
H 2.93 -0.80 -0.58
O -0.38 2.19 -2.22
O 0.08 -3.20 -0.64
O 1.67 -2.49 1.43
H 3.97 -0.56 2.63
H 0.81 -2.91 -0.06
H -2.77 -1.47 -1.45

---

# 5
Entry from OMol25: a 12-piece molecular cluster, C5H36NO13 overall (ωB97M-V with the def2-TZVPD basis set).

Values from the calculation:
- HOMO (eV) = -12.32
- energy above the lowest of the compared OMol25 structures with the same formula, charge and spin (kcal/mol) = 60.85
- net charge = +1
- lowest unoccupied orbital energy (eV) = -2.3
- E (Eh) = -1244.76473
- orbital gap (eV) = 9.98

Positions of all 55 atoms, in Å:
H 1.18 -2.47 -0.28
C 0.66 -1.98 0.55
O 3.26 2.26 -0.40
H 0.73 2.16 -1.81
O -1.80 0.15 -3.42
H -1.63 2.68 2.62
H -0.33 3.33 -0.38
H -1.02 -1.81 -1.30
H -2.73 -0.73 4.65
O 3.69 -0.69 1.67
H -3.94 0.78 1.07
H 4.40 -0.92 2.28
H -2.40 0.86 -3.66
O -1.52 1.98 3.28
H 3.82 2.79 -0.97
C 0.74 0.13 -0.88
O -2.02 2.30 -0.67
O -0.39 -2.89 0.89
O -3.27 -0.82 1.38
C -0.65 2.30 -0.24
H -0.47 1.79 0.71
H -0.54 1.25 -2.21
H 4.47 -0.40 -1.09
H 3.13 -0.05 2.15
H -2.63 2.38 0.09
O 1.58 0.98 2.27
H 2.37 -1.63 -2.85
C -0.04 -0.70 0.12
H 0.83 -2.55 -3.77
O 3.50 -0.38 -1.03
H 1.78 0.37 -0.60
H 1.94 1.72 2.77
O 2.43 -1.63 -3.81
H -0.16 -3.46 -3.15
O 0.12 -2.54 -3.09
O -4.06 1.74 1.03
H -0.07 -3.48 1.58
H -0.42 -0.04 0.89
H -2.26 0.28 3.63
H -1.30 2.45 4.09
H -1.41 -0.23 -4.21
H 3.27 1.32 -0.69
H 0.73 -0.54 -1.75
H 0.79 0.74 2.78
H -2.70 -0.77 2.19
N -1.30 -1.07 -0.65
H 1.31 -1.77 1.40
H -1.54 -0.24 -1.21
H 3.28 -1.96 -4.10
H -4.71 1.84 0.32
H -3.82 -1.60 1.51
H -2.09 -1.44 -0.13
C 0.08 1.43 -1.32
O -2.24 -0.68 3.82
H 3.39 -0.58 -0.07

---

# 6
Entry from OMol25: a 14-piece molecular cluster, C5H36NO14 overall (ωB97M-V with the def2-TZVPD basis set).

Values from the calculation:
- HOMO (eV) = -5.77
- energy above the lowest of the compared OMol25 structures with the same formula, charge and spin (kcal/mol) = 64.91
- net charge = -1
- lowest unoccupied orbital energy (eV) = 2.5
- E (Eh) = -1320.24943
- orbital gap (eV) = 8.31

Positions of all 56 atoms, in Å:
H -0.78 1.80 -4.44
H -2.83 3.39 1.13
O -3.39 0.31 -2.52
H 0.65 -2.61 -1.66
H -2.94 -3.36 1.61
H -0.41 -3.09 1.70
H 4.59 2.83 1.05
H 1.14 2.08 1.90
O -2.51 1.29 4.05
O 1.77 -0.08 -2.99
H 0.39 -1.82 4.39
H -2.51 -3.79 -0.73
C -2.29 -2.74 -0.90
H -1.49 -0.54 -3.23
O 1.64 -0.54 3.48
H 0.62 1.10 0.89
H -0.65 2.38 -2.20
H 4.31 0.48 -1.95
H -0.09 -0.04 4.14
O 3.01 -0.93 0.19
H -1.97 -2.35 -1.87
H 3.26 -0.65 1.07
O -1.11 2.60 -4.00
H 2.06 -2.18 -1.90
O 1.51 0.93 -0.52
H -3.12 0.76 -3.33
H -0.46 -0.61 1.78
O -0.62 2.41 -1.23
O 4.78 0.30 -1.12
O 1.51 -2.96 -1.93
O 4.24 1.94 1.03
H 2.05 1.72 -0.38
C 0.31 -0.98 3.70
H 2.06 0.74 -3.41
H -1.95 2.49 -3.56
O -3.11 2.67 0.58
H -1.83 -0.90 0.07
O -0.95 0.07 -3.74
H -3.31 0.93 -1.78
C -1.13 -2.50 2.30
H -1.06 -3.05 3.25
H -0.03 -0.17 -3.47
H 0.31 2.20 -0.98
H 4.30 -0.45 -0.59
N -0.61 -1.16 2.61
H -2.97 -1.64 2.24
H 2.36 -0.18 -0.20
H -2.56 1.07 3.11
H 4.44 1.49 0.18
H 1.75 0.20 -2.03
H -1.59 1.59 4.06
C -2.16 -1.94 0.15
O 0.44 1.43 1.82
H 1.74 -0.08 2.64
H -2.35 2.50 0.01
C -2.48 -2.37 1.56

---

# 7
Entry from OMol25: a 14-piece molecular cluster, C5H36NO15 overall (ωB97M-V with the def2-TZVPD basis set).

Values from the calculation:
- HOMO (eV) = -6.86
- energy above the lowest of the compared OMol25 structures with the same formula, charge and spin (kcal/mol) = 28.40
- net charge = -1
- lowest unoccupied orbital energy (eV) = 2.6
- E (Eh) = -1395.58547
- orbital gap (eV) = 9.42

Positions of all 57 atoms, in Å:
H -3.00 -1.97 -2.30
H -1.06 -2.69 1.42
H -3.29 0.22 -1.43
H 1.32 -2.86 0.64
H -0.80 -0.45 -3.74
C 2.03 -2.65 -0.16
H 0.28 -2.61 -1.47
H 3.56 1.07 -1.93
O -2.19 3.57 1.19
H 3.20 0.84 3.35
H 1.36 1.46 0.52
H 3.94 1.09 0.31
C 0.93 -0.60 -1.28
O -0.17 -1.30 4.17
O 0.20 3.18 -0.13
H -1.32 1.08 -3.88
H 4.13 0.28 1.60
O -3.97 0.49 2.37
H 0.51 0.69 1.73
H -0.14 -0.98 0.56
H 1.89 -0.09 -1.38
H 2.34 0.06 2.26
H 2.15 4.09 -0.69
C 0.20 -0.14 -0.05
H 0.10 2.73 -0.99
O 2.92 3.86 -0.15
H -3.30 0.76 1.70
H -3.30 0.65 -3.01
H -2.91 -2.43 -0.14
H -4.04 -0.45 2.21
O -1.09 0.26 -4.31
H 0.51 -0.16 -2.19
H 2.74 -1.94 0.25
O -1.02 -3.50 1.96
H -2.14 2.83 1.81
H 1.82 -2.28 -2.27
H -1.97 -2.86 -2.91
O 4.62 0.84 0.95
H 2.55 -3.54 -0.51
H -0.55 3.64 0.27
O -2.12 0.42 0.39
O -1.17 1.42 -1.32
O -2.72 -2.90 -2.31
H 2.70 3.89 0.78
O 3.44 2.01 -2.09
H -2.81 -1.07 0.75
H 3.43 2.52 -1.26
N 1.08 0.56 0.91
O -2.82 -2.04 0.73
H -2.33 3.10 0.36
C -1.09 0.66 -0.33
O 3.03 -0.02 2.95
H -1.08 -0.99 4.19
H -1.97 -3.65 1.99
H -0.23 -2.07 3.60
C 1.24 -2.10 -1.36
O -3.60 0.07 -2.33

---

# 8
Entry from OMol25: a 12-piece molecular cluster, C5H37N2O11S overall (ωB97M-V with the def2-TZVPD basis set).

Values from the calculation:
- HOMO (eV) = -11.37
- energy above the lowest of the compared OMol25 structures with the same formula, charge and spin (kcal/mol) = 116.33
- net charge = +1
- lowest unoccupied orbital energy (eV) = -3.0
- E (Eh) = -1547.70666
- orbital gap (eV) = 8.38

Positions of all 56 atoms, in Å:
H 0.01 -1.53 4.36
H 3.26 1.24 3.25
H 0.74 -0.90 -4.25
H -1.17 2.50 -2.16
H 0.36 -2.10 -0.03
H -1.91 -0.61 -0.97
H -2.85 -1.41 -3.12
H -2.38 0.58 -3.70
S -3.07 -3.91 0.12
O 3.26 0.38 2.79
O -0.12 -1.26 3.43
C 2.72 1.81 -1.87
O -1.42 3.27 -1.64
H -0.42 -0.35 3.37
N 2.25 0.93 -0.74
O -1.54 1.01 -3.78
H 2.60 1.25 -2.81
H -0.55 0.17 0.87
H -3.61 1.58 2.77
H 1.09 -0.37 0.91
O 1.54 -0.96 -3.75
N 0.02 -1.33 -0.58
O 1.83 3.18 2.76
H 2.64 1.07 0.20
H 2.29 0.39 2.81
H 2.34 -3.21 0.35
H -0.81 2.87 3.05
H -4.21 -1.43 -2.19
C 0.27 -0.09 0.18
H 1.34 -1.57 -3.03
H 0.70 -2.35 2.50
O -3.76 1.48 1.82
H 0.26 2.02 -0.37
O -3.68 -1.04 -2.87
H -1.49 1.38 -4.67
H 1.78 4.12 2.67
O 0.82 -3.22 2.03
C 0.74 1.09 -0.69
O -0.63 2.20 2.33
H 3.71 2.18 -1.46
H -0.55 2.63 1.49
O 3.18 -2.83 0.20
H -0.91 3.92 -2.13
H 2.11 2.75 -2.11
H 3.64 -2.77 1.03
H -2.12 -4.21 -0.83
H -2.87 1.86 1.63
H -1.47 -2.11 -1.61
H 1.03 2.71 2.48
H 2.55 -0.06 -0.92
C -1.54 -1.62 -0.68
C -2.24 -2.35 0.42
H -2.98 -1.64 0.86
H -1.68 -2.49 1.40
H 0.54 -3.93 2.58
H 0.33 1.04 -1.69

---

# 9
Entry from OMol25: a 14-piece molecular cluster, C5H37NO15 overall (ωB97M-V with the def2-TZVPD basis set).

Values from the calculation:
- HOMO (eV) = -10.34
- energy above the lowest of the compared OMol25 structures with the same formula, charge and spin (kcal/mol) = 48.01
- net charge = 0
- lowest unoccupied orbital energy (eV) = 0.0
- E (Eh) = -1396.11522
- orbital gap (eV) = 10.32

Positions of all 58 atoms, in Å:
O 1.29 -2.68 3.11
O 1.95 -0.54 1.09
O 3.93 0.77 2.53
H 1.11 -2.98 2.20
H -0.07 3.86 1.90
H 1.41 0.06 1.64
H -5.07 0.93 -1.61
H 1.68 -1.25 -4.30
H 0.60 -3.01 3.68
H 2.77 3.41 -1.21
C 1.01 1.39 -1.62
O 0.00 0.76 2.60
H -2.53 -3.36 0.06
H 1.62 0.50 -1.49
O -3.00 0.30 -3.99
O -1.75 -3.36 0.65
H 2.57 -1.25 -0.54
O -4.50 -0.37 0.13
H 1.02 -4.54 0.36
H -3.19 -0.58 -4.33
H 1.22 4.12 -1.54
H -3.69 -2.18 -1.74
C 1.81 3.64 -0.75
H 1.83 4.35 0.07
H 1.73 1.88 0.34
H 0.57 2.07 4.54
N -0.13 2.88 1.68
O -4.24 1.37 -1.80
O 0.91 -3.58 0.46
H 1.20 1.92 -2.55
O -3.15 -2.97 -1.63
H 1.88 -1.58 -2.84
H 1.09 0.13 4.42
O 1.78 0.63 4.88
H -0.62 -1.36 -3.58
H 4.63 0.18 2.82
H -4.39 -0.34 1.09
H 3.47 0.35 1.77
O -1.23 -1.41 -2.83
H -1.73 -2.43 0.94
H -0.01 1.00 -1.69
H -0.70 -1.09 -2.09
C -0.30 2.59 0.24
O 1.34 -1.00 -3.43
O 2.40 -1.95 -1.21
H 1.61 -2.35 -0.81
H 2.32 0.92 4.12
H -3.56 -0.37 -0.11
H -4.22 1.63 -2.73
H 2.13 -1.23 1.75
H -0.04 -3.41 0.67
C 1.07 2.33 -0.40
O 0.18 2.61 3.83
H -0.89 1.69 0.11
H -2.19 0.20 -3.47
H -2.24 -2.79 -1.92
C 0.00 1.99 2.65
H -0.75 3.51 -0.13